Record 1
{"formula": "C6H10O", "method": "ωB97M-V/def2-TZVPD", "symbols": ["C", "O", "C", "C", "C", "C", "C", "H", "H", "H", "H", "H", "H", "H", "H", "H", "H"], "coordinates": [[2.389, 0.018, 0.687], [1.056, -0.350, 0.973], [0.387, -0.849, -0.132], [-1.069, -0.522, -0.247], [-1.775, 0.367, 0.784], [-1.836, 1.506, -0.160], [-0.026, 0.082, -1.221], [2.816, 0.403, 1.615], [2.431, 0.800, -0.083], [2.983, -0.843, 0.346], [0.679, -1.861, -0.422], [-1.699, -1.296, -0.674], [-2.717, -0.108, 1.080], [-1.149, 0.539, 1.660], [-2.652, 1.255, -0.872], [0.231, 1.125, -1.084], [-0.049, -0.266, -2.248]], "mulliken_charge": [-0.73, -0.35, -0.04, -0.11, -0.52, -0.49, -0.89, 0.24, 0.30, 0.29, 0.42, 0.43, 0.34, 0.22, 0.16, 0.43, 0.29], "homo_lumo_gap_ev": 8.8, "spin_multiplicity": 1, "e_above_lowest_kcal_mol": 117.5, "fmax_ha_per_bohr": 0.007, "e_lumo_ev": 0.62}


Record 2
{"formula": "C6H10O", "method": "ωB97M-V/def2-TZVPD", "symbols": ["C", "C", "C", "C", "C", "C", "O", "H", "H", "H", "H", "H", "H", "H", "H", "H", "H"], "coordinates": [[1.129, -0.479, -1.284], [-0.388, -0.440, -1.209], [-1.123, -1.115, -0.088], [-1.054, 0.390, -0.134], [-0.215, 1.241, 0.807], [0.578, 0.569, 1.900], [0.965, -0.573, 1.896], [1.532, -1.453, -0.994], [1.579, 0.266, -0.620], [1.477, -0.253, -2.296], [-0.897, -0.441, -2.171], [-2.085, -1.570, -0.308], [-0.527, -1.635, 0.653], [-1.980, 0.883, -0.430], [-0.825, 2.031, 1.261], [0.575, 1.762, 0.231], [0.885, 1.245, 2.724]], "mulliken_charge": [-1.21, 0.17, -0.86, 0.09, -1.09, 0.06, -0.46, 0.27, 0.26, 0.33, 0.42, 0.28, 0.24, 0.39, 0.44, 0.32, 0.36], "homo_lumo_gap_ev": 10.6, "spin_multiplicity": 1, "e_above_lowest_kcal_mol": 21.7, "fmax_ha_per_bohr": 0.007, "e_lumo_ev": 1.01, "smiles": "C[C@H]1C[C@H]1CC=O"}


Record 3
{"formula": "C6H10O", "method": "ωB97M-V/def2-TZVPD", "symbols": ["O", "C", "C", "C", "C", "C", "C", "H", "H", "H", "H", "H", "H", "H", "H", "H", "H"], "coordinates": [[2.010, -1.010, 1.003], [1.246, -0.473, -0.075], [-0.043, -1.307, -0.207], [-1.309, -0.603, 0.287], [-1.440, 0.786, -0.338], [-0.196, 1.583, -0.043], [0.990, 1.001, 0.122], [2.885, -0.608, 0.956], [1.828, -0.585, -1.007], [0.119, -2.237, 0.347], [-0.183, -1.573, -1.262], [-1.282, -0.491, 1.377], [-2.185, -1.219, 0.051], [-1.592, 0.697, -1.425], [-2.322, 1.306, 0.051], [-0.290, 2.662, 0.068], [1.862, 1.605, 0.377]], "mulliken_charge": [-0.55, 0.42, -0.80, -0.69, -0.63, -0.41, -0.43, 0.33, 0.20, 0.32, 0.35, 0.30, 0.34, 0.29, 0.33, 0.38, 0.25], "homo_lumo_gap_ev": 10.5, "spin_multiplicity": 1, "e_above_lowest_kcal_mol": 3.3, "fmax_ha_per_bohr": 0.008, "e_lumo_ev": 0.99, "smiles": "O[C@@H]1C=CCCC1"}